Computed, not measured: 2 unconnected molecules or ions with the total composition C4H6O2, with ωB97M-V with the def2-TZVPD basis set.

Positions of all 12 atoms, in Å:
C (0.67012, -1.46984, -0.93032)
C (1.15243, -1.25101, 0.27946)
O (1.62103, -1.07271, 1.32771)
H (-0.39413, -1.55309, -1.09870)
H (1.36812, -1.75626, -1.70207)
C (-1.03419, 0.57896, 0.96907)
C (-0.49132, 1.55738, 0.24432)
O (-0.13043, 1.51609, -1.05714)
H (-1.32068, -0.38234, 0.56184)
H (-1.20003, 0.72089, 2.02580)
H (-0.26575, 2.52297, 0.68760)
H (0.02482, 0.58897, -1.30758)

Cartesian forces (eV/Å) of the 3 atoms listed first:
0.090 -0.103 0.090
0.369 -0.022 0.738
-0.374 -0.175 -1.036

As for the charge: 0. The value obtained for the HOMO energy is -9.11 eV. Its SMILES is C=C=O.C=CO. As for the relative energy (zero: lowest compared OMol25 entry of this formula, charge and spin): 51.8 kcal/mol. Its spin multiplicity is 1.